{"formula": "C37H49BCl2NO12S", "method": "ωB97M-V/def2-TZVPD", "elements": ["H", "O", "H", "C", "C", "H", "C", "H", "H", "O", "C", "C", "H", "C", "C", "C", "O", "H", "C", "C", "C", "H", "C", "H", "C", "O", "C", "H", "C", "H", "H", "H", "C", "H", "C", "H", "H", "H", "H", "O", "C", "O", "H", "C", "H", "C", "C", "H", "C", "Cl", "C", "H", "O", "H", "H", "O", "H", "H", "C", "O", "O", "C", "H", "C", "C", "H", "H", "H", "C", "H", "C", "H", "C", "C", "C", "H", "C", "H", "O", "H", "H", "H", "H", "H", "H", "N", "H", "H", "H", "H", "H", "H", "C", "C", "C", "Cl", "C", "B", "H", "O", "H", "S", "H"], "coordinates": [[-2.297520, -5.337870, -3.814912], [-0.573598, -0.559666, -0.899623], [-2.662334, 1.820151, 6.768723], [1.027908, 5.582441, 0.575216], [0.825065, 4.085956, 3.185484], [0.945551, 1.711816, 3.856064], [-2.314910, -1.417749, -9.188659], [-0.717124, -7.040066, 0.390424], [-2.193724, 1.251790, 1.902432], [1.275780, 6.276705, 1.529901], [1.950585, -3.925575, 3.395680], [2.705375, 4.200846, 4.976038], [-0.508286, 0.285096, -5.698492], [2.324819, 4.280506, 3.469930], [-3.684203, 1.691160, 4.916416], [0.281896, 2.080061, -0.564119], [0.579461, -1.500255, -3.438970], [1.898454, -1.828886, -6.197011], [0.271090, 1.238073, 3.139271], [2.238684, -4.668593, 5.842441], [-1.028281, -7.334171, -5.392008], [-3.628930, 0.915030, -8.224064], [-1.118744, -5.832545, -5.532046], [-2.139912, 1.762537, -7.766393], [0.632527, -1.160689, -4.603037], [0.828162, -5.812143, 4.310144], [0.577141, 3.422923, -0.558156], [-0.237950, -6.815071, 2.096416], [-2.274889, 1.358845, 2.975937], [0.353439, 3.529001, 3.991224], [4.153522, 5.806558, 4.585426], [3.324392, -4.728858, 5.752521], [-0.322065, -6.332298, 1.121899], [0.110976, 0.845455, -4.131030], [1.049304, 7.778940, -0.805981], [1.173459, -3.125314, -5.227431], [-0.197732, -7.598350, -4.735522], [-1.393894, -3.980463, -4.512748], [-2.650777, -5.809588, 2.663745], [-1.010374, -5.293359, -6.609062], [-2.569602, 1.037840, -8.454789], [-0.802813, -4.017432, 0.978809], [-2.460479, 1.410362, -9.474490], [0.992662, -2.151307, -5.681094], [4.296872, 5.111619, 6.188606], [-2.536171, 1.676024, 5.701386], [-1.216280, -5.127179, 1.230687], [1.216699, 0.688143, -5.508350], [0.647232, 3.372542, 1.845745], [2.200682, 6.057809, 7.997643], [-1.350904, -5.039758, -4.269363], [-3.363708, -1.642461, -8.988534], [0.695877, 3.409778, -2.919763], [2.888753, 3.509076, 2.937342], [1.834086, 4.105877, 5.623181], [3.213126, 7.950268, 6.092781], [0.173777, -2.237174, -6.392416], [1.420238, -4.196614, 2.484647], [0.693546, 4.081644, -1.913343], [1.301455, 6.692419, 5.330288], [2.169581, 8.288352, -0.709150], [3.580886, 5.392760, 5.415117], [-1.958191, -7.727020, -4.977683], [-3.527358, 1.512388, 3.549442], [0.342107, 0.256917, -5.018325], [1.959920, -3.686672, 6.227567], [0.649896, -1.571000, 1.591053], [-2.194863, -1.147572, -10.239064], [0.354687, 1.995001, 1.824606], [-1.718202, -2.303720, -8.980092], [-1.286627, 1.521833, 5.123188], [-0.534036, -5.207222, -3.565570], [1.596045, -4.894983, 4.496125], [0.752055, 4.102639, 0.651288], [-2.639101, -5.357964, 1.670659], [0.146080, 1.584176, -1.516075], [-1.116930, 1.364418, 3.752475], [-3.146081, -6.017130, 0.963960], [-0.948176, -0.423990, -7.518314], [0.590803, 0.204695, 3.055088], [3.024869, -3.954833, 3.204503], [-4.391634, 1.508216, 2.893342], [-0.825411, -1.990181, 1.063071], [3.344792, 3.322326, 5.098478], [0.313625, 5.044460, 3.133835], [-0.292182, -1.210572, 1.448369], [-0.861129, -7.779503, -6.370598], [1.898171, -5.431711, 6.539226], [0.667954, -6.013763, 0.801268], [-4.654214, 1.841147, 5.370932], [-3.165645, -4.406536, 1.707844], [2.680411, 5.231429, 3.078294], [-1.853899, -0.281806, -8.308803], [0.145945, 1.331978, 0.604282], [0.958141, 6.242130, -0.772850], [0.744168, 6.312198, -3.461915], [0.811574, 5.545925, -1.899952], [-0.228666, -0.187439, 0.398193], [0.069034, -1.172455, -1.278365], [-0.060576, 8.328060, -0.937653], [-0.431521, 1.535865, 5.795339], [2.526942, 6.699024, 6.058257], [1.659368, -2.913721, 3.683565]], "atomic_forces_ev_per_a": [[0.1, -0.1, 0.1], [0.2, 0.5, 0.4], [0.3, 0.0, 0.0], [-0.2, 0.2, -0.6], [0.2, 0.0, -0.6], [0.2, -0.2, -0.1], [0.2, -0.1, 0.1], [-0.1, -0.1, 0.1], [0.0, 0.0, 0.0], [0.0, -0.1, 0.3], [-0.2, -0.2, -0.1], [0.8, 0.1, -0.7], [0.3, 0.0, 0.1], [0.0, 0.0, 0.7], [0.6, -0.2, -0.1], [-0.1, -0.4, -0.1], [0.1, -0.3, 0.1], [-0.1, 0.1, -0.2], [-0.2, 0.8, 0.4], [-0.1, -0.2, 0.1], [0.0, 0.0, -0.3], [0.0, 0.0, -0.2], [0.0, 0.1, 0.0], [0.0, 0.0, 0.0], [0.0, 0.2, 0.0], [0.0, 0.0, 0.0], [0.1, 0.2, -0.2], [-0.1, -0.1, 0.0], [0.2, 0.0, 0.0], [0.0, 0.0, 0.0], [-0.2, 0.3, 0.0], [0.0, 0.2, 0.0], [0.2, 0.1, -0.1], [0.1, 0.0, 0.0], [-0.4, 0.8, 0.1], [0.0, 0.0, 0.0], [-0.1, 0.0, 0.1], [0.0, 0.0, 0.0], [0.0, -0.1, -0.1], [0.0, 0.0, 0.0], [0.2, 0.1, 0.2], [0.0, -0.2, 0.0], [-0.1, 0.0, 0.0], [0.0, -0.3, 0.3], [-0.2, 0.2, 0.1], [-0.6, 0.2, 0.0], [0.0, 0.0, 0.0], [-0.1, 0.0, -0.2], [-0.4, 0.4, 0.6], [0.0, 0.0, -0.2], [0.0, 0.2, -0.3], [0.0, 0.1, -0.1], [-0.1, -0.1, -0.3], [0.0, 0.0, 0.0], [0.0, -0.1, 0.0], [0.5, -0.3, 0.8], [0.1, 0.1, -0.2], [0.0, 0.0, 0.0], [0.2, 0.2, 0.5], [-0.4, -0.7, 0.5], [0.4, -0.5, 0.0], [-0.3, -0.6, 0.5], [0.1, 0.0, 0.1], [-0.4, 0.1, -0.2], [-0.1, 0.1, 0.7], [0.1, 0.1, 0.0], [-0.1, 0.0, 0.5], [-0.2, 0.0, 0.0], [0.3, -0.2, -0.1], [0.0, 0.0, 0.0], [0.3, 0.0, 0.5], [-0.1, -0.1, 0.1], [0.0, 0.0, -0.1], [0.0, -0.3, -0.2], [0.0, 0.3, 0.0], [0.0, 0.1, 0.0], [-0.3, -0.2, 0.0], [0.0, -0.1, 0.1], [-0.3, -0.1, -0.6], [-0.3, -0.1, -0.2], [0.0, 0.1, 0.1], [0.0, 0.0, 0.1], [0.3, 0.0, 0.2], [-0.2, -0.1, 0.3], [0.2, 0.1, 0.1], [0.2, 0.1, -0.8], [0.0, 0.0, 0.0], [0.0, 0.0, 0.0], [0.0, 0.0, 0.0], [0.0, 0.0, -0.1], [0.0, 0.0, 0.0], [-0.3, 0.0, -0.2], [0.0, 0.0, 0.0], [0.1, 0.0, 0.1], [0.1, 0.4, 0.0], [0.1, -0.1, 0.3], [-0.1, -0.3, -0.4], [-0.2, -0.2, -0.1], [-0.4, -0.2, -0.3], [-0.1, -0.4, 0.1], [0.1, 0.0, -0.2], [0.3, 1.0, -1.7], [0.1, 0.0, 0.0]], "e_tot_ev": -101784.1242, "charge": -1, "orbital_gap_ev": 6.30, "e_homo_ha": -0.17459}

{"formula": "C37H49BrN2P2STi", "method": "ωB97M-V/def2-TZVPD", "elements": ["H", "C", "H", "C", "H", "H", "H", "H", "Ti", "C", "H", "H", "C", "C", "C", "H", "C", "C", "H", "C", "H", "H", "H", "H", "C", "H", "H", "H", "C", "H", "C", "P", "C", "H", "Br", "H", "C", "H", "H", "H", "H", "C", "H", "H", "C", "N", "C", "H", "H", "N", "H", "C", "H", "C", "C", "P", "C", "H", "H", "H", "C", "H", "C", "C", "H", "H", "C", "C", "H", "H", "H", "H", "H", "H", "C", "C", "H", "C", "H", "C", "H", "C", "C", "S", "C", "C", "H", "H", "H", "H", "C", "C", "C"], "coordinates": [[0.617290, -3.024928, -2.663062], [3.350188, 2.978073, -0.331223], [0.833036, -1.749035, -3.882266], [-4.752952, -1.336617, -2.934297], [2.800807, 0.488074, 6.732106], [1.816132, -3.255074, -5.500511], [0.076149, 6.004220, 0.335967], [-2.583171, 1.166619, 0.736043], [-1.962478, 0.182326, -1.746077], [-7.140046, -1.636779, -3.211216], [-4.813472, 1.072421, 7.033226], [1.960294, 3.706469, 3.980459], [-2.589375, -1.715228, -1.490349], [0.771030, -1.081351, -0.286600], [3.083373, -3.228738, -1.270494], [2.094839, 2.592768, 1.388862], [1.793638, 2.688599, 4.319458], [-0.096399, 3.865798, 0.295229], [-4.116925, -1.307339, 6.828768], [2.492706, 2.172817, 5.418578], [2.350533, 0.082599, -2.754862], [1.646650, 5.208366, 0.311389], [-3.811460, 2.804497, 5.547695], [-0.074285, 3.764889, 1.390336], [0.841043, 1.898105, 3.675920], [4.562529, 1.111821, -2.828694], [3.545037, -5.260463, -1.884686], [4.217064, 2.978904, 0.339901], [-3.494460, -1.099286, -2.185653], [0.246020, 2.263281, 2.843924], [-2.512858, 1.414632, 4.547265], [2.887594, -2.243287, -2.806216], [-6.056071, -1.157419, -2.443604], [-0.955303, 1.769423, -3.081592], [2.531167, -1.974869, 1.795083], [3.453457, -2.532813, -0.495860], [2.254904, 0.865173, 5.857615], [-1.871666, -3.907354, 0.271968], [4.961898, -4.166580, -1.825404], [-0.107071, 2.997575, -4.036702], [3.148014, -0.421047, -1.238784], [-4.624521, -1.858192, -4.220351], [5.344280, -0.323192, -2.139515], [3.092465, 4.025068, -0.534284], [1.304284, 0.071095, 5.212738], [-2.400890, 0.950940, -0.253082], [-4.060428, 0.787801, 6.298541], [3.665133, 2.497257, -1.267084], [1.529996, 1.903915, -2.554841], [-6.986977, -2.223204, -4.409318], [-2.051323, 2.152833, 3.891713], [1.262473, -2.676019, -3.478099], [4.760790, -0.362278, -3.825392], [1.403742, -3.728259, -4.601608], [-3.497152, 1.764953, 5.471798], [0.497286, 2.248798, -0.385168], [-1.412001, -2.121561, -0.867329], [0.417296, -4.140091, -4.857403], [-8.171529, -1.578142, -2.860235], [-3.647700, -1.960472, -4.660337], [-2.073154, 0.087644, 4.484288], [-1.103574, 3.514516, -2.660077], [0.852538, 2.664941, -2.143519], [0.571401, 0.609683, 4.142127], [1.448437, -0.242257, -0.360499], [0.059742, -3.616911, 1.821253], [-0.041702, -2.946300, 0.976670], [-2.680301, -0.911113, 5.265094], [2.085650, -3.542614, -0.940225], [2.065062, -4.556463, -4.314166], [-0.199942, -0.885789, -2.257662], [4.237342, -4.795167, -0.320653], [-1.155496, 3.931170, 0.012281], [3.210034, 2.807907, 5.939448], [2.217211, 2.223840, 0.359495], [0.628308, 5.154621, -0.090490], [2.501894, 1.169338, 0.465778], [-0.326000, -1.211502, -1.179545], [-6.264449, -0.693958, -1.491067], [-1.170088, -3.081562, 0.149953], [0.672752, 5.320483, -1.173717], [-5.757110, -2.298093, -4.916094], [3.177087, -0.500956, -2.330512], [-0.726532, -0.349037, 3.433829], [4.544382, 0.010744, -2.814313], [4.020979, -4.439622, -1.332191], [-5.665250, -2.747933, -5.903896], [1.076002, -0.942150, 5.550643], [1.388570, 3.620626, -2.160211], [-2.338867, -1.941380, 5.153043], [0.991834, -2.015770, 0.744505], [-0.405247, 2.742578, -3.007921], [-3.664137, -0.550006, 6.185969]], "atomic_forces_ev_per_a": [[0.4, 0.0, 0.0], [0.2, 0.1, 0.1], [0.0, -0.2, -0.1], [-0.5, 0.1, -0.3], [-0.3, 0.1, -0.5], [-0.1, -0.2, 0.2], [0.2, -0.2, -0.1], [0.0, -0.3, -0.5], [-0.2, 5.5, 4.4], [0.9, -0.1, -0.3], [0.2, -0.1, -0.2], [0.1, -0.1, 0.1], [-3.8, -0.9, -2.9], [0.1, -0.8, 0.1], [0.7, -0.2, 0.2], [0.0, -0.2, -0.3], [0.0, -0.4, 0.1], [-0.3, -0.1, -0.1], [0.1, 0.2, -0.2], [-0.2, 0.0, -0.2], [0.2, -0.1, 0.0], [-0.3, -0.1, -0.1], [0.0, -0.3, 0.0], [-0.1, -0.1, -0.3], [0.0, -0.2, 0.4], [0.0, -0.5, 0.0], [0.3, 0.2, 0.1], [0.0, 0.1, -0.2], [0.3, -3.1, 1.4], [0.1, 0.1, 0.1], [0.0, -0.3, 0.3], [-0.5, -0.3, 2.0], [-0.3, -0.3, -0.2], [0.2, 0.2, 0.0], [-0.2, 0.2, 0.4], [-0.1, -0.2, -0.6], [0.1, 0.1, 0.1], [0.0, 0.5, 0.4], [-0.1, -0.2, 0.2], [-0.4, -0.2, 0.2], [-0.1, -0.2, -0.3], [-0.3, -0.2, -0.2], [-0.2, 0.0, -0.2], [0.1, -0.4, 0.0], [-0.1, 0.4, -0.1], [0.4, -1.0, -2.4], [0.1, -0.1, -0.1], [-0.1, 0.2, 0.1], [-0.1, 0.2, 0.1], [0.1, 0.3, 0.3], [-0.2, -0.1, 0.2], [0.0, 0.2, -0.9], [0.1, 0.3, 0.3], [-0.1, 0.0, -0.2], [0.1, -0.2, -0.1], [0.6, 0.3, 0.3], [2.3, 0.4, 0.4], [0.3, 0.1, 0.1], [0.4, 0.1, 0.1], [0.2, -0.1, -0.2], [-0.7, 0.0, 0.5], [0.1, -0.3, 0.0], [0.0, 0.1, 0.0], [0.7, 0.1, 0.5], [0.0, -0.3, -0.4], [0.0, -0.2, -0.1], [0.1, -0.7, -0.5], [0.2, 0.5, -0.1], [0.1, 0.1, -0.3], [-0.2, 0.2, 0.0], [0.0, 0.1, 1.2], [0.0, 0.1, -0.2], [0.1, 0.1, 0.1], [-0.2, -0.2, -0.1], [-0.2, -0.1, -0.1], [-0.1, 0.3, 0.1], [0.1, 0.1, 0.2], [1.2, -1.1, 0.5], [0.1, 0.0, 0.1], [0.0, 1.0, 0.4], [0.0, 0.0, 0.2], [0.1, 0.2, 0.5], [0.2, 0.3, -0.5], [0.0, -0.4, -0.8], [0.3, 0.1, -0.3], [0.0, -0.2, -0.4], [0.0, 0.1, 0.2], [0.1, 0.3, 0.0], [-0.1, -0.2, -0.3], [-0.1, 0.3, 0.2], [-2.2, 1.0, -0.9], [0.3, 0.4, -0.3], [-0.1, 0.2, -0.1]], "e_tot_ev": -164693.5730, "s2": 2.032, "e_above_lowest_ev": 4.525, "charge": 2, "orbital_gap_ev": [5.87, 3.49], "multiplicity": 3, "e_homo_ha": [-0.45468, -0.45472]}